Run w
This record from the OMol25 dataset describes 2 unconnected molecules or ions with the total composition C10H17N. The level of theory is ωB97M-V/def2-TZVPD.

Computed properties:
SMILES string	CC(C)(C)C.c1ccncc1
lowest unoccupied orbital energy	0.68	eV

The geometry in ORCA input format:
```
! wB97M-V def2-TZVPD RIJCOSX def2/J DEFGRID3
* xyz 0 1
C -1.227 -1.762 -0.213
C -1.756 -1.465 1.001
C -2.803 -0.582 1.147
C -3.163 0.142 0.061
C -2.726 -0.280 -1.147
C 1.455 0.453 -0.016
C 0.602 -0.755 -0.027
C 2.355 0.612 1.284
C 0.510 1.690 -0.372
C 2.595 0.395 -1.112
H -0.533 -2.564 -0.510
H -1.388 -1.892 2.056
H -3.218 -0.511 2.157
H -3.815 1.084 0.236
H -3.102 0.142 -2.159
H 1.257 -1.680 -0.266
H 0.013 -1.051 0.996
H -0.133 -0.542 -0.957
H 3.262 1.421 1.075
H 1.889 1.404 2.246
H 2.674 -0.465 1.628
H 0.748 2.798 0.121
H -0.620 1.400 0.032
H 0.237 1.865 -1.586
H 2.197 0.717 -2.225
H 3.412 1.196 -0.837
H 3.106 -0.599 -1.337
N -1.829 -1.171 -1.277
*
```


Run x
This record from the OMol25 dataset describes 2 unconnected molecules or ions with the total composition C10H17N. The level of theory is ωB97M-V/def2-TZVPD.

Computed properties:
SMILES string	c1ccncc1.CCCCC
lowest unoccupied orbital energy	0.84	eV

The geometry in ORCA input format:
```
! wB97M-V def2-TZVPD RIJCOSX def2/J DEFGRID3
* xyz 0 1
C 2.832 -1.364 -1.044
C 2.770 -0.033 -1.571
C 1.875 0.084 -2.574
C 1.181 -0.953 -3.017
C 1.257 -2.163 -2.426
C -1.723 0.163 4.026
C -1.582 0.925 2.520
C -1.372 0.162 1.290
C -0.999 1.126 0.208
C -0.640 0.638 -1.173
H 3.370 -1.430 -0.074
H 3.155 0.850 -1.013
H 1.756 1.173 -2.781
H 0.767 -0.953 -3.959
H 0.631 -2.900 -2.726
H -2.439 -0.580 3.865
H -0.851 -0.371 4.300
H -1.942 1.118 4.786
H -1.022 1.810 2.758
H -2.719 1.270 2.173
H -0.585 -0.615 1.212
H -2.254 -0.509 0.980
H -0.096 1.886 0.475
H -1.720 2.014 -0.098
H -1.457 0.317 -1.883
H -0.067 1.377 -1.870
H -0.152 -0.571 -1.040
N 2.026 -2.472 -1.343
*
```


The computed energies, referenced to the most stable structure and given in kJ/mol, are run w 228.5; run x 0.0.


Run w
This record from the OMol25 dataset describes C2HFN2O2 in the gas phase. The level of theory is ωB97M-V/def2-TZVPD.

Computed properties:
expectation value of S²	2.007
lowest unoccupied orbital energy (alpha / beta)	0.17 / -4.14	eV

The geometry in ORCA input format:
```
! wB97M-V def2-TZVPD RIJCOSX def2/J DEFGRID3
* xyz 0 3
C 0.620 -0.752 -0.885
C 0.554 -0.201 0.387
N 0.544 -1.193 -1.947
N -0.886 0.660 0.320
O -1.906 -0.034 0.279
O -0.734 1.820 0.088
F 1.340 0.831 0.751
H 0.469 -1.131 1.007
*
```


Run x
This record from the OMol25 dataset describes a molecular structure, C2HFN2O2. The level of theory is ωB97M-V/def2-TZVPD.

Computed properties:
expectation value of S²	2.009
lowest unoccupied orbital energy (alpha / beta)	0.90 / -3.45	eV

The geometry in ORCA input format:
```
! wB97M-V def2-TZVPD RIJCOSX def2/J DEFGRID3
* xyz 0 3
C -0.073 -2.048 0.538
C -0.431 -2.437 -1.326
N 0.230 -0.896 0.732
N 0.699 0.139 0.316
O -0.866 -3.519 -1.255
O -0.116 -1.456 -1.879
F -0.351 -3.001 1.375
H 0.056 0.904 0.115
*
```


The computed energies, referenced to the most stable structure and given in kJ/mol, are run w 246.1; run x 0.0.


Run w
This record from the OMol25 dataset describes 2 unconnected molecules or ions with the total composition C5H9N3O4. The level of theory is ωB97M-V/def2-TZVPD.

Computed properties:
SMILES string	Oc1nnon1.CCCOC=O
lowest unoccupied orbital energy	-0.11	eV

The geometry in ORCA input format:
```
! wB97M-V def2-TZVPD RIJCOSX def2/J DEFGRID3
* xyz 0 1
C 1.279 2.368 -0.612
C 0.037 -3.128 -1.119
C -1.074 -2.587 -0.226
C -0.929 -1.091 -0.012
C -1.925 -0.691 2.081
H 1.367 4.028 -1.524
H 0.029 -2.645 -2.109
H -0.064 -4.212 -1.270
H 1.021 -2.948 -0.674
H -1.048 -3.093 0.753
H -2.052 -2.795 -0.670
H -0.010 -0.874 0.468
H -0.972 -0.553 -0.964
H -2.792 -0.257 2.541
N 1.155 1.636 -1.765
N 1.074 0.426 -1.438
N 1.273 1.628 0.456
O 1.384 3.680 -0.587
O 1.141 0.374 -0.091
O -2.027 -0.554 0.755
O -1.037 -1.214 2.673
*
```


Run x
This record from the OMol25 dataset describes C5H9N3O4 in the gas phase. The level of theory is ωB97M-V/def2-TZVPD.

Computed properties:
SMILES string	COc1c(N)[n+]([O-])c(OC)n1O
lowest unoccupied orbital energy	0.39	eV

The geometry in ORCA input format:
```
! wB97M-V def2-TZVPD RIJCOSX def2/J DEFGRID3
* xyz 0 1
C 0.844 0.411 -0.572
C -0.499 -0.803 -0.722
C -0.198 -0.141 1.459
C 0.235 2.324 -1.793
C -0.126 -1.023 3.691
N 0.558 0.819 0.678
N -0.819 -1.001 0.619
N -0.706 -1.682 -1.699
O -1.721 -1.908 0.859
O 0.983 1.937 1.447
O 1.030 1.137 -1.650
O -0.402 0.133 2.800
H -0.718 1.928 -2.144
H 0.684 3.132 -2.374
H -0.094 2.701 -0.861
H 0.125 -0.630 4.664
H 0.623 -1.522 3.117
H -1.171 -1.402 3.761
H -0.641 -1.525 -2.679
H -0.931 -2.575 -1.397
H 0.777 1.681 2.378
*
```


The computed energies, referenced to the most stable structure and given in kJ/mol, are run w 0.0; run x 511.9.